Record 1
# C2H10N6

2 unconnected molecules or ions with the total composition C2H10N6 in a non-equilibrium geometry (ωB97M-V with the def2-TZVPD basis set, the OMol25 dataset).

```
18
Properties=species:S:1:pos:R:3:forces:R:3
C -0.92292 -0.85637 -0.37199 -0.08 -1.30 1.98
C -1.32000 -2.58238 -2.05682 0.27 0.11 0.39
N -1.12586 -2.02246 -0.96452 -1.18 0.04 0.43
N 0.08621 -0.97775 0.48381 2.07 -0.81 0.50
N -1.85569 0.04901 -0.20667 -1.64 0.27 -3.19
N 0.72773 0.01813 1.17981 3.28 1.30 0.86
N 0.98870 2.21142 0.54831 0.84 1.92 4.27
N 2.04926 2.70196 1.02809 2.61 0.13 -3.47
H -1.69731 -3.57538 -2.05820 -0.18 -0.88 -0.14
H -1.05226 -2.07741 -2.92491 0.12 0.63 -2.02
H -2.08948 0.60555 0.58009 0.33 0.34 0.81
H -2.57907 0.00527 -0.94954 0.45 0.33 1.02
H 0.17699 0.50702 1.85575 -0.73 -0.32 0.54
H 1.69688 -0.22976 1.67078 -2.96 -0.10 -1.66
H 1.01390 2.10504 -0.42742 0.64 -0.48 -1.98
H 2.26146 3.04619 1.99383 -1.34 -0.63 -0.54
H 2.96523 2.83742 0.36709 -2.57 -0.40 1.81
H 0.67623 -1.76549 0.25252 0.05 -0.13 0.39
```
Positions in Å, forces in eV/Å.

Values from the calculation:
- Maximum force: 4.8 eV Å⁻¹
- HOMO level (spin up / spin down): -16.98 / -16.98 eV
- Spin multiplicity: 1
- E_LUMO (spin up / spin down): -9.3 / -9.3 eV
- Relative energy (zero: lowest compared OMol25 entry of this formula, charge and spin): 80.52 kcal/mol
- Total charge: +2


Record 2
# C37H68F2N3O13S4

A molecular structure, C37H68F2N3O13S4 in a non-equilibrium geometry (ωB97M-V with the def2-TZVPD basis set, the OMol25 dataset).

```
127
Properties=species:S:1:pos:R:3:forces:R:3
C 19.50500 23.13600 20.70300 2.61 2.35 -2.27
C 20.95300 23.48900 20.16600 3.88 -2.25 5.48
O 21.93900 23.07100 20.86700 -3.73 1.96 -3.52
N 21.32500 24.52100 19.12100 -0.23 -0.07 1.06
H 22.33200 24.54000 19.00200 0.35 -1.31 -0.80
H 20.63600 24.48100 18.24400 0.36 -0.78 -0.70
C 21.07400 25.89200 19.58100 -1.51 0.94 -2.29
H 19.05200 22.48900 20.05500 -1.35 -1.33 -2.40
H 19.08600 24.10500 20.71300 -1.30 1.02 0.40
H 19.36900 22.62000 21.60100 1.18 -0.27 1.79
H 21.61600 26.75400 19.08000 -1.02 -1.54 -0.61
H 21.32800 26.07100 20.52400 1.30 -0.06 4.36
H 20.00200 25.87700 19.63100 -0.66 1.40 -0.38
C 17.21300 22.44200 15.17500 3.15 1.45 -4.17
C 16.84300 23.73100 15.76700 -3.16 0.85 -0.70
O 16.05400 24.39800 15.14200 0.68 0.89 0.78
N 17.22900 24.11300 17.09300 -0.21 0.40 1.50
H 17.18900 23.39400 17.77900 -0.26 -1.72 -0.08
H 18.50800 24.11200 17.13000 1.46 1.22 -0.17
C 16.60500 25.24800 17.93200 5.50 -0.09 -2.11
H 18.32300 22.51900 14.70400 -2.32 -0.58 1.51
H 16.57800 22.25300 14.27400 0.45 0.74 0.70
H 17.00900 21.63300 15.74100 0.21 -2.73 2.40
H 15.63700 25.41200 17.87300 -4.81 -0.17 -0.34
H 17.06300 26.13900 17.55500 0.27 0.72 -0.27
H 16.99300 25.14600 18.91400 -0.01 -0.46 0.96
C 21.10200 28.02400 25.02700 -3.17 -3.16 0.14
C 20.91400 26.45800 25.24700 0.83 0.15 2.16
O 20.70300 25.88600 26.29200 0.28 0.99 -3.29
N 21.27800 25.59900 23.91400 3.01 0.16 3.55
H 20.51800 25.45000 23.31900 -3.45 1.49 -2.52
H 22.08200 26.12800 23.41600 -1.85 -1.44 0.91
C 21.64000 24.15700 24.22500 6.59 1.20 0.45
H 22.00800 28.15200 24.51000 1.21 0.84 -0.19
H 20.73100 28.62100 25.87000 1.18 -0.39 0.13
H 20.26700 28.12600 24.34200 -0.04 0.48 -0.93
H 22.09400 23.79300 23.24100 -1.44 -0.22 1.34
H 21.05800 23.50500 24.86500 -0.95 0.51 -0.59
H 22.69400 24.27300 24.87400 -2.68 -0.46 -1.39
O 19.73500 24.34500 17.15900 -1.96 0.95 1.52
H 20.16700 23.76100 16.58500 1.05 -1.36 -1.49
O 19.17600 25.93200 22.48900 2.08 -2.22 1.40
H 18.67400 26.50900 21.99300 -1.63 1.95 -1.48
F 18.97900 20.77700 24.49000 -1.01 -0.26 -0.99
C 18.27900 19.81500 23.80000 1.24 -3.60 1.45
C 18.33800 18.49000 24.38300 0.51 2.90 0.75
C 17.69900 17.46900 23.70900 1.06 -4.23 4.95
C 17.09300 17.60400 22.56800 -1.13 3.91 -6.14
C 17.20300 18.91200 21.83700 -0.60 -1.41 0.90
C 17.76300 20.00100 22.51500 0.30 1.49 0.74
H 18.83500 18.35500 25.39500 -0.71 0.16 -1.55
H 17.63400 16.36100 24.20100 0.37 2.90 -0.99
H 16.60300 16.82100 22.01500 -0.05 -0.29 0.20
H 16.82000 18.98400 20.77400 0.39 0.06 1.55
H 17.87000 21.10400 22.27900 -0.46 -1.60 -0.82
F 16.24500 28.13000 21.37700 -0.58 0.11 0.09
C 15.28900 27.19100 21.15600 1.42 -3.04 -0.37
C 14.17400 27.49400 20.35900 1.78 -12.57 3.72
C 13.30800 26.40300 20.00900 0.80 -1.39 -1.63
C 13.75800 25.02900 20.24200 -1.24 2.39 0.46
C 14.82400 24.79000 21.09800 0.08 0.37 -0.58
C 15.67300 25.82200 21.52900 1.12 0.33 -0.35
H 13.98900 28.34800 20.16300 -2.48 10.97 -2.71
H 12.40300 26.56200 19.30200 1.67 -0.10 1.49
H 13.28400 24.12100 19.86000 -0.47 0.73 -0.03
H 14.94900 23.72000 21.28500 0.76 0.45 0.32
H 16.75500 25.45100 21.92700 -2.68 1.69 -0.40
C 19.15500 16.90400 19.68100 -1.52 -0.35 0.50
C 19.22600 17.34000 18.23900 0.06 -4.06 -0.80
C 19.55900 18.72600 18.27900 -1.52 2.79 -1.24
S 20.54900 19.10100 19.61500 5.38 -2.95 -0.93
O 20.16100 20.25300 20.32700 -1.17 1.85 0.97
O 21.89900 19.03600 19.07300 -0.24 0.37 0.74
C 20.20200 17.60800 20.52700 1.95 -2.38 0.01
H 19.30600 15.86000 19.74800 0.13 -1.19 0.07
H 18.11100 17.04100 19.94000 -0.05 0.41 0.92
H 18.27800 16.90400 17.62300 2.51 1.47 1.25
H 20.19300 16.88500 17.93400 -0.82 -0.31 -0.88
H 18.80500 19.36300 18.66400 -2.13 0.75 -0.86
H 20.00200 19.06400 17.35700 0.15 0.67 -0.05
H 19.94100 17.91200 21.49600 -0.96 0.36 1.35
H 21.10700 16.80900 20.74800 -1.74 2.59 -1.13
C 20.14600 29.41600 20.99100 -0.46 -1.96 -0.53
C 21.62000 29.76000 20.73000 0.56 0.54 4.35
C 21.54100 31.15400 20.18800 2.14 0.67 0.99
S 20.40900 30.98900 18.95300 -2.94 0.31 -2.78
O 21.05700 30.64600 17.68000 -0.49 0.27 1.58
O 19.50100 32.09400 19.07800 -0.18 0.76 -0.64
C 19.51100 29.54600 19.57500 11.75 1.01 0.71
H 19.60000 29.94800 21.83200 0.83 -0.29 -1.30
H 19.99000 28.33400 21.11800 0.36 0.18 0.99
H 22.08400 29.03400 20.12000 0.41 -0.63 -1.13
H 22.26100 29.77200 21.69800 -1.07 -0.07 -1.40
H 22.43600 31.51400 19.66600 0.02 0.09 0.54
H 21.16200 31.86100 20.96900 0.40 -0.54 -0.86
H 19.89400 28.85000 18.90100 0.01 -1.94 -0.76
H 18.62600 29.64700 19.68400 -11.34 1.49 0.31
C 24.22900 27.59300 16.06200 0.28 0.49 3.65
C 25.40500 26.86900 16.77900 0.96 3.37 0.32
C 25.59100 25.60000 16.18600 1.30 -1.19 -5.21
S 23.96900 24.95500 16.19300 3.16 1.07 -7.45
O 23.70000 24.54900 17.47000 -2.34 -2.11 6.27
O 23.89100 24.11100 15.03400 -1.16 -0.87 0.49
C 23.22000 26.49500 15.80400 -3.60 1.40 -3.76
H 24.65800 28.13100 15.27500 0.01 0.49 -1.75
H 23.84000 28.37100 16.80800 0.27 -0.98 -1.23
H 25.13300 26.70900 17.77900 -0.22 0.08 1.83
H 26.36600 27.40700 16.74900 -0.57 0.31 0.17
H 26.33300 24.95900 16.59900 0.21 -0.72 0.58
H 25.91800 25.75900 14.98900 -1.04 -0.62 3.02
H 22.21800 26.68700 16.32200 1.46 -0.54 -0.47
H 22.88600 26.44900 14.56500 1.10 -0.07 3.69
C 25.26700 23.38200 21.29600 0.62 2.75 -3.42
C 26.68900 22.84600 21.64800 -2.20 -0.16 1.61
C 27.39600 22.74700 20.41000 0.26 1.38 -1.89
S 26.19500 22.26800 19.18500 0.42 -2.38 -1.54
O 26.14300 20.82700 19.00700 0.86 0.56 0.04
O 26.42500 23.10300 18.02800 -0.28 0.18 0.17
C 24.71000 22.62100 20.00700 5.46 -3.54 7.95
H 25.11400 24.57300 21.08000 1.05 -2.71 0.58
H 24.64400 23.17400 22.04300 -2.65 -0.70 3.19
H 26.59500 21.81700 21.96200 -0.71 -0.50 0.41
H 27.16700 23.28700 22.51900 0.12 0.67 -0.35
H 28.06900 21.98100 20.36500 2.07 -2.03 0.02
H 27.88300 23.63900 20.08100 0.13 0.73 -0.40
H 24.09100 21.77400 20.21800 0.26 -0.78 0.24
H 24.29600 23.12300 19.37500 -5.24 6.45 -6.67
```
Positions in Å, forces in eV/Å.

Values from the calculation:
- Maximum force: 13.2 eV Å⁻¹
- HOMO level: -10.70 eV
- Spin multiplicity: 1
- E_LUMO: -2.6 eV
- Relative energy (zero: lowest compared OMol25 entry of this formula, charge and spin): 24.82 kcal/mol
- Total charge: +1